Density functional theory data (ωB97M-V/def2-TZVPD) for a molecular structure, C16H49CrHg2O13S at a distorted geometry.

2S+1: 5
Highest occupied orbital energy (alpha / beta), Ha: -0.5799 / -0.5848
Kohn-Sham gap (alpha / beta), eV: 2.280 / 4.330
Molecular weight, g/mol: 934.798
Total charge: +3

Geometry as XYZ:
```
82
C16H49CrHg2O13S ωB97M-V/def2-TZVPD
H 26.288 -19.415 3.954
Hg 24.999 -20.295 6.243
O 25.749 -19.233 2.061
H 23.418 -26.358 2.181
C 19.550 -18.020 6.299
H 20.293 -17.317 2.148
C 19.383 -22.039 2.049
O 21.414 -18.451 0.052
H 18.388 -23.562 3.113
O 25.779 -23.638 2.903
O 26.678 -19.543 4.852
H 21.989 -17.128 2.254
C 22.945 -25.470 1.758
H 26.844 -17.521 2.219
H 20.529 -18.332 4.411
C 19.282 -22.948 3.244
H 28.833 -17.978 4.842
O 22.763 -22.286 0.634
H 18.646 -17.579 5.886
H 25.945 -16.391 0.256
H 21.265 -22.341 -2.372
H 21.844 -18.817 0.830
C 21.115 -16.726 1.720
H 21.570 -26.346 0.356
H 22.088 -16.517 -0.200
H 19.837 -17.644 7.277
H 26.180 -22.935 2.380
H 28.380 -24.312 2.200
H 27.958 -25.293 3.595
O 23.966 -19.715 4.432
S 23.076 -20.451 3.499
O 21.661 -20.542 4.068
H 26.020 -22.655 5.810
H 22.864 -23.015 -2.013
O 23.679 -21.809 3.421
H 24.824 -19.493 2.125
C 21.910 -22.721 -1.581
H 19.784 -21.057 2.323
H 20.016 -22.485 1.289
H 21.060 -24.801 0.982
H 21.420 -23.621 -1.192
C 26.263 -24.897 2.304
C 21.539 -25.746 1.263
O 18.916 -22.140 4.461
H 18.398 -21.773 1.669
O 23.002 -19.891 2.193
H 28.012 -26.059 2.047
H 28.668 -18.583 3.133
C 28.903 -18.829 4.166
H 20.946 -15.678 1.947
C 21.244 -17.054 0.243
C 28.065 -20.003 4.628
H 20.125 -23.602 3.458
H 26.010 -24.852 1.247
H 20.357 -16.734 -0.302
O 22.972 -24.306 2.617
C 25.730 -17.449 0.413
H 23.224 -21.571 1.086
H 22.578 -20.826 -0.803
H 25.711 -25.706 2.782
Cr 24.097 -23.520 4.286
H 18.563 -19.593 6.992
C 20.666 -17.748 5.322
H 25.090 -17.279 2.448
H 26.360 -18.069 -0.221
H 23.609 -25.272 0.909
H 24.705 -17.571 0.040
H 21.028 -21.368 -0.209
C 25.853 -17.812 1.874
H 18.476 -22.788 5.032
O 19.304 -19.471 6.383
C 27.736 -25.123 2.537
C 22.029 -21.711 -0.479
Hg 20.589 -21.250 5.769
O 25.078 -22.440 5.763
H 20.727 -16.691 5.073
H 22.694 -23.524 2.089
H 28.026 -20.688 3.779
H 21.655 -18.027 5.712
H 29.960 -19.110 4.193
H 20.904 -26.201 2.022
H 28.448 -20.497 5.514
```

Results of the Löwdin charge analysis, in e, for atoms 1 through 8: 0.0552, 1.3567, -0.1148, 0.1290, -0.2164, 0.0713, -0.0537, -0.0878

=====

Density functional theory data (ωB97M-V/def2-TZVPD) for a molecular structure, C33H24BrINOPReS2.

2S+1: 4
Highest occupied orbital energy (alpha / beta), Ha: -0.4927 / -0.5079
Kohn-Sham gap (alpha / beta), eV: 6.842 / 6.211
Molecular weight, g/mol: 938.684
Energy relative to the best compared isomer or geometry (same formula, charge and spin), kJ/mol: 0.0
Total charge: +2

Geometry as XYZ:
```
65
C33H24BrINOPReS2 ωB97M-V/def2-TZVPD
C 0.670 2.984 -1.182
H -2.362 -4.207 -2.050
C 0.103 1.984 4.632
H -2.332 0.116 -1.654
C -3.414 -1.225 1.799
H -3.711 -1.613 2.764
C 2.142 0.717 5.071
H 4.924 -0.270 -6.420
C -0.817 2.511 3.778
C 2.544 0.345 2.384
C -1.834 -0.019 0.441
C 3.283 -0.829 -2.988
H -1.556 2.508 1.774
C 1.314 0.952 2.752
C 3.473 -0.110 3.275
C -0.754 2.168 2.419
N 2.023 -0.347 -2.833
H -0.640 -3.997 2.597
C -4.223 -1.418 0.690
C 3.246 0.039 4.656
C -1.854 4.017 -1.694
C -1.994 -4.159 -1.034
C -2.638 -0.241 -0.679
H 1.643 0.883 -5.945
C -2.220 -0.528 1.679
H -2.616 2.343 -0.604
C 0.538 4.161 -1.898
H -2.838 4.424 -1.883
P -0.232 0.795 0.231
C -0.463 2.311 -0.723
C 3.431 -0.076 -5.234
C -0.726 4.674 -2.162
H 4.397 -0.557 2.935
C -1.024 -4.041 1.586
H 5.014 -1.132 -4.180
H 1.661 2.599 -0.978
S -0.208 -2.314 -1.964
H -1.597 -0.387 2.553
C 4.015 -0.720 -4.136
H 3.710 -1.339 -2.131
C -2.065 -4.892 1.261
H 3.975 -0.335 5.361
Re 1.136 -0.864 -0.872
C 1.469 0.239 -3.913
S 0.887 -2.186 0.973
H -0.830 5.593 -2.724
C 1.182 1.204 4.149
C -3.833 -0.927 -0.550
C -0.464 -3.240 0.594
C 0.242 1.368 1.901
C -0.947 -3.300 -0.713
H 1.981 0.912 6.124
C 2.127 0.403 -5.107
C -1.727 2.838 -0.972
H -1.618 3.142 4.137
H -2.498 -5.522 2.026
H 0.044 2.173 5.696
H -5.157 -1.955 0.789
I 3.236 0.375 0.399
H -3.358 -5.625 -0.290
Br -0.301 0.837 -3.802
H 1.419 4.683 -2.246
H -4.460 -1.081 -1.419
O 4.031 0.102 -6.398
C -2.549 -4.950 -0.044
```

Results of the natural (NBO) charge analysis, in e, for atoms 1 through 8: -0.1362, 0.2396, -0.1330, 0.2156, -0.2023, 0.2367, -0.1543, 0.5093

=====

Density functional theory data (ωB97M-V/def2-TZVPD) for a single C2H4N2OS molecule at a distorted geometry.

Structure (SMILES): C=NO/C=N/S
Highest occupied orbital energy, Ha: -0.3074
Kohn-Sham gap, eV: 9.006
Molecular weight, g/mol: 104.134
Energy relative to the best compared isomer or geometry (same formula, charge and spin), kJ/mol: 548.3

Geometry as XYZ:
```
10
C2H4N2OS ωB97M-V/def2-TZVPD
H -0.089 -1.063 -0.272
H -3.900 -1.121 0.195
N -2.042 -0.466 0.116
H 3.534 0.680 0.586
C -3.305 -0.202 0.092
S 2.553 -0.295 -0.057
O -1.196 0.706 -0.199
N 1.085 0.617 0.236
H -3.939 0.869 -0.186
C -0.058 -0.023 -0.141
```

Results of the natural (NBO) charge analysis, in e, for atoms 1 through 8: 0.1744, 0.2069, -0.1538, 0.1510, -0.0940, 0.1081, -0.3548, -0.5934

=====

Density functional theory data (ωB97M-V/def2-TZVPD) for a molecular structure, C32H55N4OP2Pb at a distorted geometry.

Highest occupied orbital energy (alpha / beta), Ha: -0.6092 / -0.6087
Kohn-Sham gap (alpha / beta), eV: 5.984 / 6.087
Molecular weight, g/mol: 780.967
Energy relative to the best compared isomer or geometry (same formula, charge and spin), kJ/mol: 340.6
Total charge: +3

Geometry as XYZ:
```
95
C32H55N4OP2Pb ωB97M-V/def2-TZVPD
H -4.675 -1.501 -4.720
C 3.990 0.286 2.033
C -2.740 -2.721 -3.386
H 1.142 -1.656 -4.187
C 4.276 0.725 0.589
C 2.418 -1.880 -0.583
C 3.741 1.540 2.886
H 0.873 3.701 1.536
C -1.025 -4.339 0.945
H 2.885 5.185 -1.891
H -0.848 -3.713 1.824
H -2.120 -3.086 -2.565
H 0.597 -3.002 2.694
C 0.697 -1.309 -2.103
H 3.959 -2.208 0.868
H 0.949 0.414 4.359
H -2.548 1.197 -4.791
H -2.825 -5.714 -0.490
Pb 0.235 0.410 0.750
H -1.474 3.600 -2.180
C 2.871 -2.084 0.863
H 3.436 1.297 0.173
C -1.846 1.826 2.197
C 2.245 3.124 -1.351
H -1.650 -4.993 -1.606
H 3.443 1.304 3.917
H -2.117 -2.668 -4.284
O -2.835 2.279 2.542
C -4.499 -1.654 -2.000
H 5.122 -0.719 3.634
H 2.199 -3.605 3.208
H -3.846 3.175 -2.741
H 3.399 -2.640 -3.747
C 5.200 -0.503 2.564
H -0.763 -1.232 -3.553
H 3.333 -0.464 4.934
C -0.688 -1.126 -2.451
C 1.370 -2.933 3.469
H 4.492 -0.119 -0.078
C -3.393 -1.386 -3.023
C -2.169 -3.768 0.118
N 1.265 -1.240 -0.839
H -0.099 -4.342 0.358
H -5.062 -0.747 -1.745
C 1.839 -1.487 3.678
P -2.150 -0.229 -2.042
H 4.676 2.119 2.927
P 2.400 -0.738 2.006
H -4.223 -3.120 0.360
H -0.309 2.289 -1.963
C -1.666 -2.353 -0.362
H -4.479 0.160 -4.160
H 2.967 2.183 2.443
C 0.655 -0.630 4.177
H 5.368 -1.442 2.024
N 1.615 2.639 -0.207
H 1.842 5.744 0.425
H -1.950 2.820 -4.431
H 6.092 0.125 2.419
C 3.200 -2.408 -1.603
H -4.508 1.547 -2.926
H -0.193 -0.635 3.473
H -1.599 2.552 -0.762
C -3.402 -3.494 0.973
H 0.295 -1.053 5.126
C -3.950 -0.784 -4.310
H -0.862 1.425 -4.267
C 2.963 -1.476 4.719
C -1.895 1.765 -4.122
H 4.128 -2.912 -1.342
N 1.882 4.817 0.010
C -1.363 2.559 -1.835
H -1.220 -5.366 1.278
H -4.067 -2.067 -1.078
H -3.355 -4.440 -1.585
N -1.336 -1.378 0.253
C 2.430 4.474 -1.224
H -3.195 -2.710 1.709
H 3.798 -2.125 4.421
H -3.167 -0.654 -5.066
C 2.773 -2.284 -2.928
C -3.747 2.134 -2.401
H -3.742 -4.399 1.483
H 2.509 2.472 -2.170
H -3.988 2.112 -1.330
C -2.517 -4.774 -0.967
H -3.522 -3.464 -3.586
H -5.206 -2.385 -2.415
H 5.158 1.382 0.595
C -2.304 1.665 -2.653
H 2.480 -3.035 1.253
C 1.535 -1.725 -3.176
H 2.552 -1.881 5.658
C 1.393 3.692 0.582
H 0.931 -3.300 4.409
```

Results of the Löwdin charge analysis, in e, for atoms 1 through 8: 0.1186, -0.6775, -0.0940, 0.1324, -0.0800, -0.3051, -0.0713, 0.1271

=====

Density functional theory data (ωB97M-V/def2-TZVPD) for a molecular structure, C6H7LiMgO6 at a distorted geometry.

2S+1: 2
Highest occupied orbital energy (alpha / beta), Ha: -0.4792 / -0.4548
Kohn-Sham gap (alpha / beta), eV: 7.105 / 6.123
Molecular weight, g/mol: 206.362
Energy relative to the best compared isomer or geometry (same formula, charge and spin), kJ/mol: 28.2
Total charge: +1

Geometry as XYZ:
```
21
C6H7LiMgO6 ωB97M-V/def2-TZVPD
C -0.307 -3.171 0.436
H -0.760 -3.298 1.417
C -1.404 0.044 -0.351
H -0.603 3.379 -0.934
H -1.351 1.299 -2.120
O 1.259 -1.587 1.201
H -0.591 -3.842 -0.371
O 1.305 1.120 1.208
O 0.875 1.996 -0.838
H 1.357 -2.379 -0.680
O -1.562 0.020 0.897
O -1.153 -0.961 -1.062
C 0.840 -2.380 0.289
C 1.623 1.310 -0.012
C -1.479 1.406 -1.036
C -0.464 2.393 -0.478
Mg 2.812 -0.363 1.187
H -0.541 2.485 0.611
H -2.478 1.825 -0.845
Li -0.064 -0.091 1.941
O 2.683 0.794 -0.461
```

Results of the natural (NBO) charge analysis, in e, for atoms 1 through 8: -0.2354, 0.2164, 0.7773, 0.2224, 0.2448, -0.9231, 0.2350, -0.9356